48
Properties=species:S:1:pos:R:3:lowdin_charge:R:1 method="wB97M-V/def2-TZVPD" homo_energy_ev="-16.95 / -18.60" largest_force_ha_per_bohr=0.0792 lumo_energy_ha="-0.3886 / -0.4849" charge=+3 spin_multiplicity=5 homo_lumo_gap_ha="0.23410 / 0.19855" energy_ev=-58077.8097
I -0.238 -1.702 -3.256 0.900
I -0.108 2.650 -0.720 0.766
Pt -0.197 -0.002 -0.920 0.464
P -2.575 0.061 -1.604 0.636
C -3.079 0.126 -3.374 -0.276
C -3.427 -1.435 -0.989 -0.226
H -4.508 -1.253 -0.912 0.085
H -4.589 1.253 -0.923 0.084
H -3.044 -1.719 -0.005 0.037
H -3.171 1.772 0.042 0.018
H -3.041 -0.874 -3.819 0.023
H -3.243 -2.263 -1.683 0.062
C -3.517 1.493 -0.954 -0.267
H -4.113 0.502 -3.425 0.083
H -3.363 2.352 -1.617 0.059
H -2.414 0.790 -3.940 0.058
P 2.158 0.127 -1.703 0.610
C 2.606 0.304 -3.468 -0.255
C 3.131 1.498 -0.976 -0.287
H 2.666 -1.754 -0.214 0.038
H 4.101 -1.205 -1.139 0.082
H 2.818 -2.179 -1.938 0.058
C 3.021 -1.404 -1.190 -0.231
H 2.833 1.708 0.053 0.016
H 4.201 1.250 -1.009 0.083
H 3.665 0.602 -3.546 0.088
H 1.972 1.080 -3.915 0.066
H 2.937 2.390 -1.577 0.042
H 2.448 -0.649 -3.986 0.024
C -0.148 -1.825 -0.383 -0.518
O -0.189 -2.867 0.117 0.196
C 2.550 0.104 4.207 0.032
C 2.875 0.052 2.839 0.026
C 1.868 -0.018 1.885 -0.002
C 0.501 0.014 2.230 -0.171
C -0.573 -0.014 1.294 -0.218
C -1.868 0.040 1.713 -0.098
C -2.187 0.104 3.089 0.045
C -1.176 0.108 4.031 0.082
C 0.183 0.077 3.639 -0.122
C 1.222 0.109 4.598 0.088
H 3.336 0.141 4.958 0.144
H 3.920 0.051 2.531 0.140
H 2.136 -0.075 0.827 0.030
H -2.676 0.053 0.989 0.050
H -3.235 0.143 3.388 0.146
H -1.416 0.142 5.096 0.154
H 0.945 0.141 5.654 0.155

***

12
Properties=species:S:1:pos:R:3:lowdin_charge:R:1 method="wB97M-V/def2-TZVPD" homo_energy_ev="-8.79 / -8.12" relative_energy_ev=1.531 largest_force_ha_per_bohr=0.0564 lumo_energy_ha="-0.0263 / -0.0564" charge=0 homo_lumo_gap_ha="0.29690 / 0.24207" energy_ev=-113170.3261
C 2.091 2.448 -0.418 -0.700
C 0.679 1.597 -2.836 -1.216
C 0.140 0.056 -0.121 -0.143
O -0.593 2.537 0.486 -0.329
O -0.287 1.970 -1.896 -0.421
S 0.309 1.853 -0.384 0.682
Cl 1.939 4.102 -0.478 0.559
Cl 0.933 2.850 -4.001 0.648
Br 0.351 -0.123 -3.566 0.738
H 0.990 -0.427 -0.581 0.049
H 0.119 -0.126 0.943 0.070
H -0.788 -0.257 -0.579 0.063

***

19
Properties=species:S:1:pos:R:3:lowdin_charge:R:1 method="wB97M-V/def2-TZVPD" homo_energy_ev="-13.48 / -13.48" largest_force_ha_per_bohr=0.1376 lumo_energy_ha="-0.3383 / -0.3383" charge=+1 homo_lumo_gap_ha="0.15718 / 0.15724" energy_ev=-77730.3566
C -1.687 -1.559 -0.897 -0.448
C -0.375 -1.051 -1.401 -0.052
O -0.607 -0.460 -2.665 0.096
C -1.920 -0.281 -2.908 -0.576
O -2.674 -0.908 -2.031 0.171
O -2.307 0.556 -3.687 0.189
O -2.011 -1.386 0.340 0.078
F -1.890 -2.892 -1.253 0.121
H 0.375 -1.846 -1.450 0.156
O -0.201 0.180 2.213 0.083
C 0.877 0.785 1.957 -0.350
C 1.579 1.098 0.814 0.048
O 2.443 2.150 1.180 0.140
C 2.520 2.186 2.508 -0.517
O 3.414 2.654 3.154 0.217
O 1.533 1.404 3.013 0.202
Ga -1.355 -0.790 1.704 1.131
H 0.273 -0.251 -0.676 0.159
H 2.011 0.413 0.086 0.150